{
  "formula": "C35H66ClF3N2O11P",
  "method": "ωB97M-V with the def2-TZVPD basis set",
  "species": ["C", "P", "C", "C", "C", "C", "O", "C", "N", "C", "C", "C", "C", "F", "C", "F", "F", "C", "C", "Cl", "C", "C", "N", "H", "H", "H", "H", "H", "H", "H", "H", "H", "H", "H", "H", "H", "H", "H", "H", "H", "H", "H", "H", "H", "H", "H", "H", "H", "H", "O", "C", "O", "C", "C", "C", "H", "H", "H", "H", "H", "H", "H", "H", "O", "C", "O", "C", "C", "C", "H", "H", "H", "H", "H", "H", "H", "H", "O", "C", "O", "C", "C", "C", "H", "H", "H", "H", "H", "H", "H", "H", "O", "C", "O", "C", "C", "C", "H", "H", "H", "H", "H", "H", "H", "H", "O", "C", "O", "C", "C", "C", "H", "H", "H", "H", "H", "H", "H", "H"],
  "coordinates": [[-0.634, 3.840, -0.513], [-1.601, 2.304, -0.835], [-2.475, 2.805, -2.386], [-0.413, 0.963, -1.502], [-1.348, -0.246, -1.770], [-1.062, -1.084, -3.016], [-1.599, -0.539, -4.220], [0.245, 1.537, -2.755], [1.592, 0.970, -3.081], [2.617, 1.199, -1.981], [3.626, 2.263, -2.418], [2.986, 3.631, -2.712], [2.701, 3.860, -4.170], [3.045, 2.865, -5.052], [2.016, 4.900, -4.689], [2.357, 6.162, -4.655], [0.879, 4.730, -5.351], [1.967, 1.417, -0.615], [0.682, 0.589, -0.437], [1.250, -1.141, -0.732], [0.140, 0.616, 1.012], [0.504, 1.808, 1.859], [1.672, 1.986, 2.311], [-0.556, 4.049, 0.549], [-1.209, 4.660, -0.950], [0.353, 3.891, -0.977], [-3.382, 3.350, -2.136], [-1.839, 3.469, -2.980], [-2.692, 1.951, -3.023], [-1.417, -0.897, -0.901], [-2.365, 0.140, -1.906], [-0.007, -1.320, -3.153], [-1.548, -2.052, -2.855], [-2.324, 0.055, -4.003], [-0.385, 1.474, -3.638], [0.437, 2.599, -2.605], [1.923, 1.455, -3.921], [1.560, -0.020, -3.325], [3.177, 0.269, -1.911], [4.424, 2.335, -1.684], [4.091, 1.865, -3.322], [3.689, 4.397, -2.362], [2.078, 3.794, -2.136], [2.684, 1.021, 0.105], [1.804, 2.459, -0.346], [0.556, -0.253, 1.524], [-0.940, 0.478, 1.035], [-0.306, 2.500, 2.090], [1.689, 2.836, 2.874], [-4.573, 4.892, -5.659], [-3.883, 5.470, -6.454], [-2.912, 4.771, -7.079], [-2.092, 5.307, -8.125], [-0.926, 6.083, -7.551], [-4.023, 6.950, -6.712], [-2.681, 5.888, -8.834], [-1.728, 4.433, -8.663], [-1.257, 6.950, -6.978], [-0.259, 6.430, -8.340], [-0.377, 5.439, -6.872], [-3.515, 7.490, -5.914], [-5.082, 7.197, -6.680], [-3.631, 7.280, -7.670], [-2.448, 2.302, 3.375], [-2.368, 1.467, 4.243], [-1.199, 0.827, 4.392], [-0.906, -0.085, 5.466], [-1.416, -1.479, 5.188], [-3.551, 1.083, 5.094], [-1.274, 0.315, 6.412], [0.180, -0.103, 5.528], [-2.502, -1.516, 5.084], [-1.119, -2.148, 5.993], [-0.990, -1.850, 4.255], [-4.177, 0.397, 4.524], [-4.121, 1.984, 5.305], [-3.287, 0.620, 6.041], [1.797, -2.458, 5.995], [2.720, -2.168, 5.282], [2.745, -0.929, 4.744], [3.862, -0.431, 3.995], [3.815, -0.877, 2.550], [3.791, -3.166, 4.923], [4.799, -0.701, 4.483], [3.775, 0.652, 4.049], [3.869, -1.962, 2.459], [4.643, -0.444, 1.987], [2.876, -0.553, 2.102], [3.418, -3.816, 4.132], [3.997, -3.775, 5.799], [4.730, -2.724, 4.605], [5.188, -8.149, 6.143], [4.536, -7.721, 7.054], [4.578, -6.393, 7.304], [3.734, -5.748, 8.263], [4.275, -5.844, 9.674], [3.735, -8.627, 7.959], [2.711, -6.119, 8.188], [3.712, -4.705, 7.950], [4.331, -6.878, 10.015], [3.638, -5.290, 10.362], [5.283, -5.431, 9.718], [4.412, -9.075, 8.686], [3.308, -9.417, 7.347], [2.923, -8.135, 8.487], [-3.557, -3.664, -1.643], [-4.270, -3.655, -2.613], [-4.935, -4.770, -2.943], [-5.907, -4.816, -3.998], [-5.268, -5.003, -5.357], [-4.350, -2.431, -3.494], [-6.554, -3.939, -3.959], [-6.529, -5.676, -3.758], [-4.617, -4.168, -5.617], [-6.035, -5.091, -6.126], [-4.660, -5.907, -5.364], [-3.472, -2.420, -4.139], [-4.324, -1.557, -2.844], [-5.246, -2.349, -4.102]],
  "spin_multiplicity": 1,
  "homo_energy_ev": -11.31,
  "e_tot_ev": -92823.129,
  "charge": 1,
  "largest_force_ev_per_a": 1.791
}